{"formula": "C4H12NO2", "method": "wB97M-V/def2-TZVPD", "symbols": ["C", "C", "C", "C", "N", "H", "H", "H", "H", "H", "H", "H", "H", "H", "H", "O", "H", "H", "O"], "coordinates": [[-1.325, 0.082, 1.795], [-0.659, -0.569, 0.578], [0.066, -1.706, 0.527], [-1.553, 1.301, -0.773], [-0.629, 0.439, -0.616], [-2.430, 0.001, 1.835], [-0.823, -0.340, 2.760], [-0.977, 1.061, 1.804], [0.721, -1.936, -0.304], [0.102, -2.510, 1.383], [-1.471, 1.995, -1.708], [-2.474, 1.406, -0.337], [0.103, 0.302, -1.363], [2.296, 1.463, -0.192], [1.773, 1.051, 1.255], [1.583, 0.939, 0.250], [2.155, -0.793, -3.067], [2.034, -1.323, -1.558], [1.509, -0.864, -2.269]], "fmax_ha_per_bohr": 0.10422, "e_lumo_ev": -4.42, "charge": 1, "relative_energy_kj_mol": 316.7, "spin_multiplicity": 1, "total_energy_ha": -364.51460}

=====

{"formula": "C4H12NO2", "method": "wB97M-V/def2-TZVPD", "symbols": ["C", "O", "C", "C", "C", "O", "N", "H", "H", "H", "H", "H", "H", "H", "H", "H", "H", "H", "H"], "coordinates": [[-1.133, 1.667, -0.128], [-1.651, 1.219, -1.365], [0.071, 0.704, 0.319], [-0.516, -0.652, 0.771], [0.734, -1.539, 1.040], [1.251, -1.933, -0.255], [1.088, 0.506, -0.965], [-1.999, 1.824, 0.716], [-0.686, 2.722, -0.458], [-2.568, 1.098, -1.160], [0.611, 1.187, 1.100], [-1.055, -1.104, -0.178], [-1.337, -0.525, 1.557], [0.460, -2.591, 1.531], [1.526, -0.852, 1.479], [1.433, -2.960, -0.351], [0.561, 0.820, -1.788], [1.930, 0.958, -0.750], [1.282, -0.550, -1.115]], "fmax_ha_per_bohr": 0.07783, "e_lumo_ev": -3.01, "charge": 1, "relative_energy_kj_mol": 275.0, "spin_multiplicity": 1, "total_energy_ha": -364.53048, "smiles": "[NH3+][C@@H](CO)CCO"}

=====

{"formula": "C4H12NO2", "method": "wB97M-V/def2-TZVPD", "symbols": ["C", "C", "C", "C", "N", "O", "O", "H", "H", "H", "H", "H", "H", "H", "H", "H", "H", "H", "H"], "coordinates": [[-0.493, -1.656, 0.977], [2.540, 0.039, -0.043], [-1.975, 1.604, 0.078], [-0.985, -0.554, 0.120], [-1.046, -0.697, -1.180], [1.322, 0.710, 0.246], [-1.426, 0.471, 0.747], [0.200, -2.304, 0.450], [-1.345, -2.256, 1.304], [-0.023, -1.246, 1.867], [2.393, -1.014, 0.190], [3.359, 0.418, 0.568], [2.803, 0.142, -1.099], [-1.265, 2.019, -0.641], [-2.170, 2.336, 0.858], [-2.914, 1.346, -0.418], [-1.405, 0.026, -1.789], [1.511, 1.653, 0.295], [-0.699, -1.534, -1.625]], "fmax_ha_per_bohr": 0.01450, "e_lumo_ev": -3.12, "charge": 1, "relative_energy_kj_mol": 121.0, "spin_multiplicity": 1, "total_energy_ha": -364.58914}

=====

{"formula": "C4H12NO2", "method": "wB97M-V/def2-TZVPD", "symbols": ["C", "C", "C", "C", "O", "N", "H", "H", "H", "H", "H", "H", "H", "H", "H", "H", "H", "H", "O"], "coordinates": [[0.421, -0.811, -0.574], [0.348, 0.682, -0.284], [1.314, 1.223, 0.764], [1.176, 0.585, 2.109], [0.503, -0.412, 2.303], [-0.671, -1.525, 0.180], [1.360, -1.213, -0.211], [0.323, -1.124, -1.612], [-0.676, 0.946, -0.041], [0.629, 1.183, -1.211], [1.136, 2.299, 0.877], [2.371, 1.226, 0.466], [1.746, 1.024, 2.929], [-0.592, -1.139, 1.144], [-1.627, -1.452, -0.148], [-0.446, -2.518, 0.328], [-3.142, 0.648, -2.192], [-1.915, 0.067, -2.849], [-2.258, 0.310, -1.977]], "fmax_ha_per_bohr": 0.03296, "e_lumo_ev": -2.94, "charge": 1, "relative_energy_kj_mol": 76.7, "spin_multiplicity": 1, "total_energy_ha": -364.60600}